[1]
A 2-piece molecular cluster, C27H26N2O6 overall. Source: the OMol25 dataset; level of theory: ωB97M-V/def2-TZVPD.

Structure (XYZ):
```
61
Properties=species:S:1:pos:R:3:forces:R:3
C -1.7240 -2.8854 2.5088 0.02 -1.26 0.08
C -0.4032 -2.2521 2.5467 -0.13 2.12 -0.32
N -0.2135 -0.9436 2.5071 -0.56 -2.39 0.21
C 1.0724 -0.3379 2.4998 1.01 1.20 -0.03
C 2.3194 -0.9338 2.4907 0.09 0.21 -0.03
C 3.4442 -0.0851 2.4636 -0.51 0.09 0.01
C 3.2887 1.3130 2.4476 -0.15 -0.23 0.01
C 2.0182 1.8976 2.4540 -0.18 -0.41 0.02
C 0.9083 1.0586 2.4783 1.20 -0.57 0.02
C -0.4984 1.3357 2.4731 -1.21 -0.12 0.01
C -1.1921 0.1030 2.4879 -0.13 1.28 -0.02
C -2.5766 0.0715 2.4795 -0.20 -0.03 -0.03
C -3.2680 1.2991 2.4569 0.47 0.01 0.00
C -2.5780 2.5209 2.4447 -0.02 -0.31 0.01
C -1.1819 2.5448 2.4521 0.10 -0.47 0.01
H -1.5400 -3.9680 2.5040 -0.28 0.25 0.09
H -2.3230 -2.6712 3.4045 0.18 0.08 0.01
H -2.3139 -2.6484 1.6123 0.28 0.21 0.17
H 0.4939 -2.8668 2.5496 -0.11 0.19 0.18
H 2.3914 -2.0177 2.4976 0.38 0.20 0.05
H 4.4473 -0.5107 2.4530 -0.33 0.06 0.02
H 4.1726 1.9499 2.4292 -0.21 -0.20 0.00
H 1.8477 2.9726 2.4395 0.34 -0.19 0.00
H -3.1012 -0.8770 2.4837 -0.15 0.43 0.05
H -4.3569 1.3070 2.4470 0.30 -0.11 0.02
H -3.1336 3.4582 2.4286 0.11 -0.28 0.01
H -0.5945 3.4594 2.4418 -0.35 -0.01 0.00
C -4.1567 0.0922 7.9624 -0.04 0.35 0.16
C -4.2707 -1.2296 7.2663 0.25 -0.05 0.07
O -2.9353 -1.7357 7.0725 -0.60 0.35 0.11
C -2.9477 -3.0043 6.6235 -0.18 -1.21 -0.39
C -1.6461 -3.6260 6.3137 0.00 1.71 0.30
C -0.3868 -2.8756 6.4471 -0.26 -1.22 -0.26
O 0.7483 -3.3181 6.2269 -0.52 0.36 -0.19
O -0.5000 -1.6054 6.8713 0.72 0.55 0.14
C 0.7819 -0.9841 7.1018 -0.37 -0.15 0.03
C 0.5156 0.2836 7.8562 0.01 0.34 0.19
C -1.5941 -5.0277 6.0556 0.08 -1.90 -0.31
C -0.3823 -5.7081 5.6769 -0.35 0.16 -0.06
C -0.2942 -7.0845 5.5970 -0.57 -0.35 0.17
C -1.4209 -7.8848 5.8690 0.02 1.16 0.13
N -1.3048 -9.3004 5.9471 0.05 -2.20 0.10
O -2.3040 -9.9619 6.3132 1.49 1.00 -0.60
O -0.2137 -9.8435 5.6633 -1.53 0.89 0.37
C -2.6530 -7.2660 6.1477 0.63 -0.10 -0.13
C -2.7373 -5.8901 6.2089 0.20 0.15 -0.12
O -4.0490 -3.5572 6.4930 0.85 0.50 -0.17
H -5.1668 0.4868 8.0924 0.05 0.13 0.06
H -3.7075 -0.0280 8.9532 0.00 0.06 -0.17
H -3.5714 0.8138 7.3852 -0.02 -0.07 0.09
H -4.8492 -1.9288 7.8791 0.09 0.09 -0.28
H -4.7525 -1.1314 6.2848 -0.03 -0.09 0.22
H 1.4135 -1.6526 7.6972 -0.08 0.09 -0.30
H 1.2697 -0.7972 6.1349 0.02 -0.08 0.21
H 1.4688 0.7865 8.0297 -0.04 0.11 0.05
H -0.1444 0.9595 7.3045 0.05 -0.08 0.07
H 0.0646 0.0612 8.8290 0.01 0.07 -0.18
H 0.5033 -5.1152 5.4835 -0.23 -0.29 0.12
H 0.6499 -7.5658 5.3627 -0.15 0.07 0.01
H -3.5272 -7.8820 6.3323 0.15 0.11 -0.04
H -3.7030 -5.4377 6.3922 0.32 -0.23 0.06
```
Forces are in eV/Å.

M in g/mol: 474.51
Kohn-Sham gap in Eh: 0.1323
Highest occupied orbital energy in eV: -6.34
Spin multiplicity: 1
Charge: 0
LUMO energy in eV: -2.7

---

[2]
C27H26N5O2PRuS7 as an isolated structure. Source: the OMol25 dataset; level of theory: ωB97M-V/def2-TZVPD.

Structure (XYZ):
```
69
Properties=species:S:1:pos:R:3:forces:R:3
Ru -0.0463 -0.5158 -0.1991 0.25 -0.11 -0.48
C 3.3804 -2.4368 1.6448 0.03 0.05 0.05
C 3.6536 -1.7470 2.8236 0.00 -0.06 -0.07
C 2.8253 -0.7152 3.1674 -0.09 -0.02 -0.11
C 1.7233 -0.3703 2.3579 0.28 -0.18 -0.12
N 1.4614 -1.0440 1.2171 0.01 0.03 0.00
C 2.3018 -2.0461 0.8917 0.03 -0.09 0.05
N 0.9806 0.6574 2.8705 -0.48 0.30 -0.03
C -0.0611 1.1764 2.3210 0.31 -0.17 0.00
N -0.6070 0.9783 1.0851 0.18 -0.04 -0.12
C -1.7975 1.6273 1.0088 -0.09 -0.09 -0.25
N -2.6875 1.6598 0.0693 0.15 0.07 0.46
C -2.5357 1.0838 -1.1557 0.06 -0.06 -0.39
C -3.5460 1.4269 -2.0812 0.10 -0.08 0.03
C -3.4565 1.0418 -3.3906 0.04 -0.01 -0.03
C -2.3287 0.3280 -3.7917 -0.02 0.00 0.02
C -1.3972 -0.0093 -2.8409 -0.01 -0.01 -0.09
N -1.4992 0.2993 -1.5325 -0.10 0.05 0.07
C -2.0072 2.3833 2.2549 0.05 0.15 0.37
C -3.0379 3.2030 2.6725 0.08 -0.07 -0.05
C -2.9306 3.7608 3.9406 0.00 0.03 0.08
C -1.8303 3.4952 4.7562 -0.05 0.04 0.02
C -0.8026 2.6619 4.3305 0.00 -0.03 -0.10
C -0.9128 2.1217 3.0641 -0.28 0.22 0.12
H 3.9901 -3.2616 1.3051 0.01 -0.01 0.00
H 4.4913 -2.0191 3.4529 0.01 0.00 0.00
H 2.9598 -0.1389 4.0700 -0.01 0.01 0.01
H 2.0806 -2.5582 -0.0302 0.00 -0.02 0.04
H -4.3646 2.0221 -1.7061 -0.01 0.01 0.02
H -4.2300 1.3096 -4.0991 -0.01 0.00 -0.01
H -2.1718 0.0274 -4.8173 0.00 0.00 -0.01
H -0.5148 -0.5596 -3.1246 -0.04 0.03 -0.02
H -3.8902 3.3887 2.0334 -0.01 0.00 -0.02
H -3.7177 4.4069 4.3091 0.00 0.01 0.01
H -1.7845 3.9394 5.7428 -0.01 0.01 0.00
H 0.0470 2.4299 4.9580 0.01 -0.01 0.00
S 4.3886 -2.2615 -5.7619 -0.02 0.00 -0.05
C 3.3791 -1.8600 -4.5274 0.06 -0.03 0.11
S 2.1922 -2.9322 -3.8753 -0.02 0.05 -0.03
C 1.5545 -1.8706 -2.6362 0.15 0.26 0.09
C 2.1428 -0.6248 -2.5584 -0.01 -0.23 0.01
S 1.7127 0.5944 -1.4495 -0.51 -0.10 0.38
S 3.4297 -0.3343 -3.7143 -0.10 -0.06 -0.01
S 0.2854 -2.3559 -1.6025 -0.01 0.21 0.04
C -0.5243 -5.0235 0.7897 0.02 0.05 -0.02
C -2.0106 -5.1598 1.0672 0.09 -0.04 -0.04
C -2.8464 -5.0450 -0.1965 -0.02 0.02 0.00
O -2.5040 -4.2394 2.0603 -0.10 0.03 0.10
P -1.9389 -2.7677 2.4140 0.13 -0.01 -0.07
S -0.3263 -2.7674 3.4894 -0.04 0.02 -0.03
S -1.9793 -1.7463 0.6545 0.03 0.12 -0.08
O -3.1519 -2.2488 3.3205 0.20 0.02 0.08
C -4.5659 -2.4279 3.1792 -0.15 0.01 0.00
C -5.0707 -2.2848 1.7548 -0.02 -0.02 -0.01
C -4.9906 -3.7394 3.8210 0.00 -0.01 -0.02
H -0.2254 -5.8141 0.0984 0.01 -0.01 -0.02
H 0.0557 -5.1054 1.7058 0.02 -0.03 0.03
H -0.2979 -4.0597 0.3268 -0.03 -0.17 0.09
H -2.1943 -6.1382 1.5235 0.02 0.03 -0.02
H -2.6700 -4.0895 -0.6908 0.01 -0.03 0.03
H -3.9072 -5.1225 0.0453 -0.03 -0.03 -0.01
H -2.5869 -5.8529 -0.8833 0.01 -0.02 -0.01
H -4.9712 -1.6044 3.7748 -0.02 -0.02 -0.04
H -4.7156 -3.1029 1.1271 -0.01 0.02 0.01
H -4.7375 -1.3489 1.3099 -0.02 0.01 0.02
H -6.1625 -2.3051 1.7695 -0.02 -0.01 0.00
H -4.5894 -4.5850 3.2638 -0.01 0.02 0.00
H -6.0806 -3.8047 3.8319 -0.02 0.00 0.01
H -4.6262 -3.7945 4.8468 0.01 0.00 0.00
```
Forces are in eV/Å.

M in g/mol: 809.05
Kohn-Sham gap (spin up / spin down) in Eh: 0.2361 / 0.2091
Highest occupied orbital energy (spin up / spin down) in eV: -4.67 / -4.83
Spin multiplicity: 2
Charge: -1
LUMO energy (spin up / spin down) in eV: 1.8 / 0.9

---

[3]
A 2-piece molecular cluster, C27H26N6 overall. Source: the OMol25 dataset; level of theory: ωB97M-V/def2-TZVPD.

Structure (XYZ):
```
59
Properties=species:S:1:pos:R:3:forces:R:3
C 6.1061 1.4014 1.3150 0.06 0.23 -0.10
N 4.6914 1.1860 1.5787 -0.82 0.72 -0.52
C 3.7341 2.1579 1.6856 -0.27 -1.33 1.06
C 2.4798 1.5476 2.0007 0.76 -0.26 -0.10
C 1.2377 2.1214 2.3569 -0.22 0.84 -1.62
C -0.0300 1.7045 1.8750 0.16 0.44 0.36
C -0.2867 0.5612 1.0573 -0.51 -0.10 0.48
C -1.5590 0.0304 0.9611 0.78 0.34 0.06
C -2.6683 0.7189 1.5499 -0.22 0.00 0.00
N -3.9124 0.1633 1.5455 0.59 0.19 0.00
C -4.2038 -1.0541 0.8119 -0.10 -0.38 -0.49
C -3.0197 -2.0071 0.7844 -0.11 0.12 0.27
C -1.7631 -1.2913 0.2831 -0.23 -0.68 -0.44
C -5.0851 0.9193 1.9241 -0.59 0.35 0.39
C -4.8049 1.9594 2.9976 0.34 -0.13 0.06
C -3.6146 2.8333 2.5928 -0.68 0.38 0.11
C -2.4572 2.0187 2.1103 0.52 -0.04 -0.05
C -1.1693 2.4767 2.2523 -0.04 -0.59 0.65
C 2.7359 0.1100 2.0052 1.05 -0.05 0.18
C 2.0046 -0.9410 2.5273 -0.13 -0.67 -0.58
C 2.6004 -2.2032 2.6362 -0.37 0.12 -0.52
C 3.9918 -2.3407 2.5435 0.24 0.44 -0.92
C 4.7688 -1.2762 2.0499 -0.26 -0.71 0.36
C 4.1177 -0.0864 1.7394 -0.47 0.61 0.92
H 6.6574 0.5236 1.6627 -0.09 0.28 -0.05
H 6.3022 1.5417 0.2454 -0.08 -0.09 0.18
H 6.4625 2.2867 1.8570 -0.14 -0.27 -0.11
H 3.9718 3.2071 1.5505 0.02 -0.22 0.03
H 1.2448 3.0675 2.9297 -0.01 -0.44 -0.45
H 0.5413 0.0712 0.5520 -0.15 -0.10 0.27
H -5.0764 -1.5429 1.2715 0.29 0.22 -0.03
H -4.5020 -0.7978 -0.2220 0.06 -0.01 0.21
H -2.8628 -2.3887 1.8002 0.07 0.04 -0.14
H -3.2773 -2.8599 0.1472 0.15 0.13 0.10
H -1.8507 -1.1650 -0.8064 0.05 0.09 0.17
H -0.9016 -1.9497 0.4539 -0.08 0.29 -0.05
H -5.5250 1.4103 1.0446 0.10 -0.04 -0.06
H -5.8468 0.2213 2.2980 0.25 0.04 -0.14
H -5.7082 2.5556 3.1533 0.15 -0.01 -0.03
H -4.5758 1.4640 3.9479 -0.04 -0.04 -0.15
H -3.9417 3.5329 1.8108 0.10 -0.10 0.05
H -3.3152 3.4416 3.4508 0.06 -0.01 -0.14
H -0.9875 3.4253 2.7634 -0.15 -0.24 -0.09
H 1.0194 -0.7572 2.9431 0.03 -0.33 -0.44
H 1.9634 -3.0722 2.8312 0.63 0.71 0.13
H 4.4548 -3.2824 2.8600 -0.12 0.39 -0.38
H 5.8443 -1.3682 1.9511 -0.08 -0.05 0.11
C 1.5197 -3.2214 7.7133 -0.38 1.09 -1.00
N 1.9953 -4.2638 7.0229 0.19 -0.65 0.43
C 2.1327 -4.1925 5.7028 -0.77 1.89 0.15
N 1.8314 -3.1107 4.9541 0.40 -1.43 -0.65
C 1.3743 -2.0309 5.5422 -0.61 0.40 3.52
C 1.1624 -2.0473 7.0276 0.52 0.24 -2.19
N 0.7115 -0.8170 7.3703 -0.52 1.66 -0.34
C 0.6489 -0.0984 6.1957 0.80 -3.03 1.09
N 1.0342 -0.7878 5.0814 -0.29 0.25 0.31
H 1.4115 -3.2934 8.7937 0.09 -0.18 -0.11
H 2.5120 -5.0543 5.1609 -0.02 -0.01 0.19
H 0.3250 0.9419 6.1609 0.08 -0.34 0.04
```
Forces are in eV/Å.

M in g/mol: 434.55
Kohn-Sham gap in Eh: 0.1653
Highest occupied orbital energy in eV: -6.51
Spin multiplicity: 1
Charge: 0
LUMO energy in eV: -2.0

---

It is found that the relative energy (zero: lowest compared OMol25 entry of this formula, charge and spin) values, taken in the order of the records, are 103.8, 6.8, 7.5 kcal per mole.
It is found that the largest force on an atom values, taken in the order of the records, are 2.460, 0.642, 3.595 eV Å⁻¹.